No. 1
{
  "formula": "C10H38O9",
  "method": "ωB97M-V/def2-TZVPD",
  "multiplicity": 1,
  "total_charge": 0,
  "orbital_gap_ev": 7.07,
  "total_energy_ha": -1079.9707,
  "homo_ev": -7.208,
  "de_lowest_kj_mol": 2456.4,
  "symbols": ["C", "O", "H", "H", "H", "H", "C", "O", "H", "H", "H", "H", "C", "O", "H", "H", "H", "H", "C", "O", "H", "H", "H", "H", "O", "H", "H", "O", "H", "H", "C", "C", "O", "H", "H", "H", "H", "H", "H", "C", "C", "O", "H", "H", "H", "H", "H", "H", "C", "C", "O", "H", "H", "H", "H", "H", "H"],
  "positions_angstrom": [[2.232, 1.706, 1.607], [1.410, 2.635, 2.248], [3.213, 2.172, 1.508], [2.362, 0.820, 2.227], [1.822, 1.386, 0.649], [1.943, 2.980, 2.969], [1.551, 1.772, -1.024], [0.515, 1.690, -1.931], [1.824, 2.796, -0.770], [1.490, 1.216, -0.088], [2.502, 1.570, -1.516], [0.455, 0.752, -2.124], [2.747, -1.483, -1.504], [2.209, -0.891, -2.707], [2.055, -1.277, -0.687], [2.769, -2.568, -1.405], [3.763, -1.115, -1.362], [2.784, -1.060, -3.456], [-2.376, -2.932, 0.536], [-0.969, -2.858, 0.490], [-2.785, -3.833, 0.993], [-2.848, -2.042, 0.953], [-2.712, -3.045, -0.494], [-0.598, -2.503, 1.301], [-0.313, -2.015, -2.198], [-0.631, -2.377, -1.371], [-0.273, -2.767, -2.789], [0.457, -0.039, -2.574], [1.225, -0.570, -2.362], [-0.269, -0.662, -2.587], [1.462, -0.698, 0.785], [0.179, -0.509, -0.035], [-1.038, -0.665, 0.704], [2.363, -0.351, 0.280], [1.657, -1.721, 1.107], [1.425, 0.028, 1.597], [0.270, -1.072, -0.964], [0.089, 0.525, -0.369], [-1.229, -1.603, 0.623], [-0.382, 0.547, 3.094], [-1.848, 0.405, 2.827], [-2.008, 0.803, 1.457], [-0.038, 0.348, 4.109], [0.001, 1.541, 2.861], [0.228, -0.103, 2.467], [-2.384, 1.017, 3.553], [-2.252, -0.608, 2.835], [-1.323, 0.295, 1.016], [-1.728, 1.178, -0.613], [-2.438, 1.723, -1.792], [-3.784, 2.004, -1.583], [-2.132, 0.204, -0.335], [-1.860, 1.781, 0.285], [-0.658, 1.137, -0.818], [-2.403, 1.005, -2.612], [-1.849, 2.602, -2.053], [-3.871, 2.728, -0.958]]
}

No. 2
{
  "formula": "C10H3Cl4N2O4S",
  "method": "ωB97M-V/def2-TZVPD",
  "multiplicity": 1,
  "total_charge": -1,
  "orbital_gap_ev": 3.64,
  "total_energy_ha": -3032.3864,
  "homo_ev": -4.107,
  "symbols": ["Cl", "C", "C", "Cl", "C", "O", "C", "O", "C", "Cl", "C", "Cl", "C", "C", "O", "N", "C", "S", "N", "C", "O", "H", "H", "H"],
  "positions_angstrom": [[-0.634, 4.876, 1.979], [0.201, 3.386, 1.954], [-0.511, 2.196, 1.912], [-2.211, 2.171, 1.958], [0.136, 0.896, 1.849], [-0.486, -0.163, 1.845], [1.677, 0.888, 1.936], [2.282, -0.181, 1.976], [2.340, 2.186, 1.977], [4.039, 2.149, 2.032], [1.636, 3.380, 1.972], [2.478, 4.866, 2.002], [-1.248, -1.497, -0.724], [-1.076, -2.901, -0.668], [-1.310, -3.653, 0.284], [-0.559, -3.480, -1.874], [-0.417, -2.882, -3.101], [0.201, -3.644, -4.469], [-0.850, -1.579, -3.079], [-1.314, -0.814, -1.960], [-1.711, 0.338, -2.163], [-1.501, -0.971, 0.174], [-0.349, -4.473, -1.841], [-0.813, -1.096, -3.971]]
}

No. 3
{
  "formula": "C10H40AlN20O14P",
  "method": "ωB97M-V/def2-TZVPD",
  "multiplicity": 1,
  "total_charge": 0,
  "orbital_gap_ev": 2.26,
  "total_energy_ha": -3137.4228,
  "homo_ev": -9.074,
  "de_lowest_kj_mol": 681.1,
  "symbols": ["Al", "P", "O", "O", "O", "O", "C", "O", "N", "N", "H", "H", "H", "H", "C", "O", "N", "N", "H", "H", "H", "H", "C", "O", "N", "N", "H", "H", "H", "H", "C", "O", "N", "N", "H", "H", "H", "H", "C", "O", "N", "N", "H", "H", "H", "H", "C", "O", "N", "N", "H", "H", "H", "H", "C", "O", "N", "N", "H", "H", "H", "H", "C", "O", "N", "N", "H", "H", "H", "H", "C", "O", "N", "N", "H", "H", "H", "H", "C", "O", "N", "N", "H", "H", "H", "H"],
  "positions_angstrom": [[-0.147, 24.117, -16.077], [-0.875, 21.011, -16.614], [-0.654, 21.979, -17.848], [0.485, 21.268, -15.775], [-1.371, 19.620, -16.921], [-1.916, 21.904, -15.869], [-1.320, 14.887, -17.192], [-0.505, 15.048, -18.050], [-1.791, 13.687, -16.887], [-2.066, 15.816, -16.655], [-2.507, 13.643, -16.176], [-1.290, 12.833, -17.087], [-2.948, 15.640, -16.194], [-1.957, 16.791, -16.894], [0.859, 23.931, -19.862], [0.667, 24.552, -18.840], [0.321, 22.800, -20.201], [1.858, 24.279, -20.604], [-0.231, 22.327, -19.499], [-0.222, 22.816, -21.053], [2.272, 25.133, -20.259], [2.063, 23.891, -21.514], [-2.951, 20.665, -20.108], [-3.535, 20.733, -21.135], [-3.514, 20.440, -18.970], [-1.690, 20.673, -19.930], [-4.449, 20.090, -18.820], [-2.746, 20.233, -18.347], [-1.081, 20.800, -20.726], [-1.373, 20.762, -18.976], [-4.270, 23.658, -17.358], [-5.124, 24.482, -17.696], [-3.219, 23.497, -18.103], [-4.254, 22.923, -16.292], [-2.830, 22.567, -18.047], [-3.180, 23.769, -19.075], [-3.468, 22.301, -16.171], [-4.904, 23.175, -15.560], [2.374, 23.154, -13.477], [2.020, 24.035, -14.165], [3.181, 23.260, -12.506], [2.105, 21.958, -13.728], [3.442, 22.386, -12.071], [3.464, 24.201, -12.273], [1.502, 21.630, -14.468], [2.604, 21.384, -13.063], [0.644, 18.269, -19.567], [1.108, 17.649, -20.512], [1.001, 19.484, -19.246], [-0.129, 17.675, -18.743], [0.528, 19.938, -18.477], [1.753, 19.943, -19.740], [-0.601, 18.238, -18.050], [-0.325, 16.685, -18.772], [3.450, 23.027, -17.335], [2.772, 23.854, -16.828], [4.858, 23.002, -17.215], [2.894, 22.139, -18.133], [5.238, 23.595, -16.490], [5.309, 22.123, -17.425], [1.888, 22.164, -18.042], [3.437, 21.288, -18.127], [-4.011, 19.248, -14.383], [-5.057, 18.967, -13.862], [-3.232, 18.372, -14.972], [-3.636, 20.457, -14.398], [-3.307, 17.387, -14.760], [-2.555, 18.756, -15.615], [-4.308, 21.129, -14.055], [-3.023, 20.828, -15.110], [0.579, 17.889, -14.194], [0.579, 17.024, -13.344], [-0.036, 17.670, -15.299], [1.121, 19.065, -14.137], [-0.379, 16.726, -15.410], [-0.140, 18.462, -15.916], [1.102, 19.802, -14.828], [1.599, 19.307, -13.281], [-1.474, 22.189, -12.331], [-1.631, 22.323, -11.159], [-2.167, 22.874, -13.188], [-0.693, 21.345, -12.844], [-2.301, 22.393, -14.067], [-2.898, 23.490, -12.865], [-0.191, 20.749, -12.201], [-0.438, 21.241, -13.816]]
}

No. 4
{
  "formula": "C10H40BeN20O10",
  "method": "ωB97M-V/def2-TZVPD",
  "multiplicity": 1,
  "total_charge": 2,
  "orbital_gap_ev": 8.58,
  "total_energy_ha": -2267.0763,
  "homo_ev": -13.562,
  "de_lowest_kj_mol": 0.0,
  "symbols": ["Be", "C", "O", "N", "N", "H", "H", "H", "H", "C", "O", "N", "N", "H", "H", "H", "H", "C", "O", "N", "N", "H", "H", "H", "H", "C", "O", "N", "N", "H", "H", "H", "H", "C", "O", "N", "N", "H", "H", "H", "H", "C", "O", "N", "N", "H", "H", "H", "H", "C", "O", "N", "N", "H", "H", "H", "H", "C", "O", "N", "N", "H", "H", "H", "H", "C", "O", "N", "N", "H", "H", "H", "H", "C", "O", "N", "N", "H", "H", "H", "H"],
  "positions_angstrom": [[0.528, -0.472, -0.303], [4.071, -0.768, 0.105], [3.004, -0.278, -0.211], [4.240, -1.411, 1.282], [5.135, -0.792, -0.579], [3.491, -1.508, 1.953], [5.236, -1.550, 1.369], [5.152, -0.299, -1.460], [5.976, -1.266, -0.282], [0.956, -2.012, 2.734], [1.508, -1.485, 1.830], [-0.102, -1.462, 3.245], [1.237, -3.191, 3.180], [-0.610, -0.713, 2.797], [-0.573, -2.093, 3.877], [2.143, -3.556, 2.924], [0.458, -3.803, 3.380], [-2.263, 0.792, 1.932], [-1.265, 0.389, 1.311], [-3.028, -0.022, 2.619], [-2.619, 2.028, 2.103], [-2.975, -1.028, 2.554], [-3.800, 0.358, 3.148], [-2.049, 2.745, 1.677], [-3.388, 2.234, 2.724], [-3.090, 4.340, -0.805], [-2.542, 4.578, -1.868], [-3.222, 5.192, 0.110], [-3.605, 3.220, -0.575], [-3.904, 4.909, 0.799], [-3.085, 6.192, 0.070], [-3.628, 3.080, 0.425], [-3.357, 2.506, -1.244], [1.602, -3.751, -0.774], [1.289, -2.614, -1.219], [2.528, -3.961, 0.147], [1.051, -4.911, -0.994], [2.803, -4.908, 0.367], [3.030, -3.125, 0.409], [1.378, -5.739, -0.517], [0.446, -5.014, -1.796], [-2.798, 0.193, -2.292], [-2.001, -0.494, -1.707], [-2.467, 1.349, -2.877], [-4.067, 0.053, -2.391], [-3.046, 2.100, -3.225], [-1.565, 1.699, -2.587], [-4.502, -0.701, -1.878], [-4.639, 0.663, -2.957], [1.261, 1.874, 2.616], [1.475, 1.193, 1.571], [0.951, 3.150, 2.485], [1.171, 1.375, 3.860], [1.175, 3.691, 1.662], [0.615, 3.661, 3.288], [1.362, 1.941, 4.674], [1.528, 0.441, 3.715], [2.155, -0.140, -3.497], [1.410, 0.214, -2.604], [2.375, 0.726, -4.465], [2.650, -1.374, -3.600], [2.080, 1.684, -4.340], [2.819, 0.551, -5.355], [2.411, -1.944, -2.802], [3.050, -1.850, -4.396], [-2.093, -3.250, 0.360], [-1.036, -2.623, 0.490], [-2.020, -4.532, 0.045], [-3.247, -2.707, 0.312], [-2.800, -5.050, -0.335], [-1.125, -4.898, -0.246], [-3.444, -1.721, 0.213], [-3.938, -3.336, -0.072], [0.738, 2.966, -1.179], [0.262, 1.897, -0.881], [0.429, 4.156, -0.648], [1.780, 3.002, -1.900], [-0.548, 4.198, -0.393], [1.033, 4.920, -0.915], [2.218, 3.911, -1.935], [2.236, 2.176, -2.260]]
}